# 1
{
  "formula": "C4H3N3",
  "method": "wB97M-V/def2-TZVPD",
  "lumo_ev": 0.59,
  "relative_energy_kcal_mol": 7.30,
  "charge": 0,
  "homo_ev": -9.53,
  "smiles": "N#Cc1ncc[nH]1",
  "elements": ["N", "C", "C", "N", "C", "C", "N", "H", "H", "H"],
  "coordinates": [[3.263, -0.673, 0.209], [2.148, -0.367, 0.183], [0.734, -0.181, 0.154], [-0.061, -1.184, 0.412], [-1.318, -0.729, 0.162], [-1.283, 0.604, -0.197], [0.079, 0.945, -0.231], [-2.105, -1.483, 0.184], [-2.068, 1.351, -0.240], [0.612, 1.717, -0.635]],
  "atomic_forces_ev_per_a": [[-0.8519, 0.5175, -0.0332], [1.0904, -0.2825, 0.0149], [0.1214, -0.3598, -0.0741], [0.1020, -0.2100, -0.2724], [0.0470, 0.1686, -0.0537], [0.4562, 0.1459, 0.0711], [-0.1202, -0.5027, 0.2328], [-0.1562, 0.8209, 0.2321], [0.2670, -0.2387, -0.4545], [-0.9557, -0.0592, 0.3371]],
  "nbo_charge": [-0.2657, 0.2350, 0.2054, -0.3914, -0.0863, -0.0934, -0.4986, 0.2268, 0.2310, 0.4374]
}

=====

# 2
{
  "formula": "C27H32Cl2CoN5O3",
  "method": "wB97M-V/def2-TZVPD",
  "lumo_ev": [-3.10, -3.15],
  "s2": 1.04,
  "charge": 1,
  "spin_multiplicity": 2,
  "homo_ev": [-9.53, -9.51],
  "elements": ["Co", "Cl", "C", "C", "C", "Cl", "C", "C", "C", "C", "N", "C", "C", "O", "H", "H", "H", "H", "O", "C", "C", "C", "C", "N", "C", "C", "C", "C", "C", "C", "O", "C", "C", "N", "H", "H", "H", "H", "H", "H", "H", "H", "H", "H", "H", "H", "C", "N", "C", "C", "C", "N", "C", "C", "H", "H", "H", "H", "H", "H", "H", "H", "H", "H", "H", "H", "H", "H", "H", "H"],
  "coordinates": [[-0.942, 0.253, 0.964], [0.715, 4.726, 0.044], [1.792, 3.376, -0.139], [3.125, 3.638, -0.483], [4.013, 2.612, -0.640], [5.661, 2.960, -1.053], [3.596, 1.273, -0.446], [4.451, 0.154, -0.557], [3.960, -1.099, -0.325], [2.602, -1.236, 0.022], [1.776, -0.226, 0.125], [2.244, 1.025, -0.110], [1.289, 2.094, 0.046], [0.054, 1.862, 0.328], [3.444, 4.662, -0.619], [5.491, 0.308, -0.813], [4.592, -1.974, -0.395], [2.190, -2.224, 0.222], [0.746, -5.227, -2.921], [0.668, -5.443, -1.531], [0.145, -4.200, -0.870], [-0.189, -4.193, 0.478], [-0.636, -3.020, 1.051], [-0.781, -1.870, 0.386], [-0.502, -1.894, -0.927], [-0.030, -3.024, -1.578], [-0.843, -0.658, -1.668], [-0.579, -0.485, -3.012], [-1.086, 0.625, -3.678], [-0.820, 0.807, -5.153], [-1.472, -0.191, -5.916], [-1.890, 1.492, -2.957], [-2.072, 1.272, -1.604], [-1.532, 0.251, -0.951], [1.112, -6.006, -3.348], [1.653, -5.669, -1.106], [0.004, -6.279, -1.286], [-0.123, -5.089, 1.082], [-0.930, -3.029, 2.086], [0.179, -3.014, -2.635], [0.005, -1.210, -3.560], [0.246, 0.682, -5.347], [-1.102, 1.815, -5.467], [-2.417, -0.006, -5.946], [-2.352, 2.352, -3.424], [-2.682, 1.943, -1.027], [-3.725, 0.945, 1.822], [-2.437, 1.659, 1.833], [-2.639, 3.019, 1.301], [-1.975, 1.837, 3.225], [-1.284, 0.600, 3.717], [-0.159, 0.281, 2.808], [0.908, 1.305, 2.950], [0.433, -0.981, 3.284], [-4.507, 1.528, 2.321], [-3.632, -0.017, 2.325], [-4.029, 0.758, 0.792], [-3.404, 3.534, 1.893], [-2.964, 3.009, 0.268], [-1.699, 3.564, 1.339], [-2.799, 2.126, 3.886], [-1.266, 2.664, 3.231], [-1.950, -0.264, 3.729], [-0.914, 0.747, 4.737], [1.173, 1.400, 4.007], [0.588, 2.262, 2.556], [1.778, 0.976, 2.389], [0.814, -0.844, 4.300], [1.248, -1.275, 2.628], [-0.329, -1.751, 3.320]],
  "atomic_forces_ev_per_a": [[0.4921, 0.2202, -0.7611], [-0.0573, -0.0121, 0.0319], [-0.0288, 0.0082, -0.0316], [0.0479, -0.1338, 0.0044], [-0.0549, 0.0673, 0.0322], [0.0298, -0.0025, -0.0207], [0.0231, -0.0150, -0.0396], [-0.0244, -0.0226, 0.0323], [-0.0280, 0.0377, 0.0028], [0.0309, -0.0445, -0.0254], [-0.0976, -0.0740, 0.0294], [0.0470, 0.0444, 0.0597], [0.1342, -0.0155, -0.2495], [-0.4202, 0.2899, 0.3316], [0.0083, 0.0019, -0.0051], [0.0014, -0.0093, -0.0124], [0.0015, 0.0031, -0.0004], [0.0220, 0.0183, 0.0002], [0.0055, 0.0185, -0.0121], [0.0120, -0.0175, 0.0100], [0.0215, 0.0219, 0.0411], [0.0006, 0.0135, -0.0385], [-0.1226, -0.0582, -0.0363], [-0.0097, -0.0823, 0.1162], [-0.0311, 0.1235, 0.0009], [-0.0238, -0.0042, -0.0060], [-0.1091, -0.0580, -0.0193], [-0.0232, -0.0153, -0.0134], [-0.0402, 0.0127, 0.0453], [-0.0042, -0.0018, 0.0025], [0.0258, -0.0265, -0.0107], [0.0575, -0.0208, -0.0316], [0.0057, 0.0694, -0.0291], [-0.0125, -0.2284, -0.2741], [-0.0043, -0.0048, 0.0068], [-0.0106, -0.0063, 0.0136], [-0.0085, 0.0010, -0.0073], [0.0137, 0.0019, 0.0037], [-0.0134, 0.0427, 0.1024], [-0.0094, 0.0024, 0.0050], [-0.0006, 0.0039, 0.0011], [0.0048, 0.0277, 0.0033], [-0.0207, -0.0062, 0.0001], [0.0030, 0.0037, 0.0076], [-0.0003, -0.0034, -0.0072], [0.1064, 0.0363, 0.0051], [-0.0078, -0.0279, -0.0749], [-0.1610, -0.1201, 0.1291], [0.1487, 0.0638, -0.0634], [-0.0611, 0.0816, 0.0173], [0.0548, -0.0291, -0.0209], [0.3027, -0.1304, 0.5193], [-0.0372, 0.0064, 0.0835], [-0.0110, 0.0381, 0.0595], [0.0107, 0.0022, 0.0097], [-0.0014, -0.0130, -0.0109], [-0.0038, 0.0118, 0.0035], [0.0341, 0.0421, 0.0226], [-0.1344, -0.0157, 0.0829], [0.0011, -0.0225, -0.0416], [-0.0636, -0.0637, -0.0256], [-0.0541, 0.0213, 0.0224], [-0.0610, 0.0318, 0.0109], [0.0095, -0.0154, 0.0109], [0.0100, -0.0113, 0.0122], [0.0310, 0.0066, -0.0024], [-0.0101, 0.0243, 0.0410], [0.0702, -0.0129, -0.0069], [-0.0173, -0.0575, -0.0564], [0.0118, -0.0177, 0.0202]],
  "mulliken_spin": [0.9910, -0.0001, 0.0049, 0.0019, -0.0019, -0.0001, -0.0001, -0.0003, 0.0017, 0.0047, 0.0079, 0.0021, 0.0015, 0.0194, 0.0001, 0.0000, -0.0004, -0.0009, 0.0000, 0.0000, 0.0023, -0.0030, 0.0064, -0.0407, -0.0072, -0.0024, 0.0064, 0.0013, -0.0002, -0.0003, 0.0000, -0.0017, 0.0050, -0.0140, 0.0000, 0.0002, 0.0001, 0.0000, -0.0017, -0.0004, -0.0003, 0.0000, 0.0000, 0.0000, -0.0001, -0.0012, 0.0101, 0.0262, 0.0029, -0.0100, 0.0165, -0.0297, -0.0016, 0.0042, 0.0012, -0.0013, 0.0007, 0.0013, 0.0000, 0.0002, 0.0009, -0.0019, 0.0016, 0.0008, -0.0010, -0.0004, 0.0001, -0.0025, -0.0002, 0.0019]
}

=====

# 3
{
  "formula": "C3H4N2O",
  "method": "wB97M-V/def2-TZVPD",
  "lumo_ev": 0.83,
  "relative_energy_kcal_mol": 54.73,
  "charge": 0,
  "homo_ev": -10.25,
  "smiles": "N#C[C@@]1(N)CO1",
  "elements": ["C", "C", "C", "N", "N", "O", "H", "H", "H", "H"],
  "coordinates": [[1.611, 0.117, -0.091], [-0.613, -1.117, -0.479], [0.200, 0.111, 0.159], [2.734, 0.111, -0.303], [-0.402, 1.380, 0.260], [-0.302, -1.004, 0.888], [-1.637, -0.914, -0.759], [-0.061, -1.860, -1.035], [-1.414, 1.322, 0.247], [-0.115, 1.854, 1.112]],
  "atomic_forces_ev_per_a": [[0.0965, -0.0537, 0.2078], [1.5931, 2.4836, 0.6670], [-2.4413, -2.3152, -1.8090], [0.5237, 0.0083, -0.0889], [-0.0140, 0.0586, 0.3593], [0.2207, -0.0360, 0.8408], [-0.1269, -0.0233, 0.0007], [0.0129, -0.0946, -0.0388], [0.1483, -0.0438, -0.0296], [-0.0130, 0.0161, -0.1092]],
  "nbo_charge": [0.2362, -0.0703, 0.2563, -0.2801, -0.8052, -0.4731, 0.1828, 0.1961, 0.3794, 0.3779]
}

=====

# 4
{
  "formula": "C4H6N3O2",
  "method": "wB97M-V/def2-TZVPD",
  "lumo_ev": [-8.32, -8.05],
  "relative_energy_kcal_mol": 150.41,
  "charge": 1,
  "homo_ev": [-15.16, -15.22],
  "elements": ["C", "C", "C", "C", "N", "N", "N", "O", "O", "H", "H", "H", "H", "H", "H"],
  "coordinates": [[1.191, 0.685, -0.580], [-1.003, 0.089, -1.510], [-2.233, -0.893, 0.270], [1.315, 0.094, 1.743], [0.319, 0.539, -1.686], [0.796, 0.477, 0.614], [-1.328, -0.151, -0.201], [2.390, 0.913, -0.741], [-1.782, 0.078, -2.405], [-2.206, -1.214, 1.339], [-2.942, -1.344, -0.445], [2.482, 0.003, 1.648], [1.157, 0.952, 2.507], [1.161, -0.925, 2.185], [0.683, 0.698, -2.736]],
  "atomic_forces_ev_per_a": [[2.0281, -1.0154, -6.0719], [1.1300, 2.1172, -2.6493], [0.3221, -0.6782, -0.3126], [3.3054, 0.6110, 5.2700], [0.3981, 0.0114, -0.7545], [-3.9552, 0.4205, -0.5226], [1.6035, -0.5796, 3.3067], [-0.7524, 0.5213, 0.5517], [-0.7422, -0.6638, -0.4079], [-0.2803, 0.6577, -0.8035], [-0.0208, 0.1815, 0.4266], [-1.5286, 0.1212, -0.3056], [0.0618, -1.8418, -0.6098], [-0.5395, 0.5332, -0.5811], [-1.0300, -0.3962, 3.4638]],
  "nbo_charge": [0.7040, 0.7454, 0.1188, -0.5105, -0.6402, -0.0722, -0.3476, -0.4284, -0.4679, 0.2411, 0.2449, 0.3442, 0.2583, 0.3170, 0.4929]
}

=====

Calculated E in order - -318.47309 -3850.55884 -301.40001 -470.32487 Eh